--- A ---
Computed, not measured: C34H54CuN4P2Si2 as an isolated structure, with ωB97M-V with the def2-TZVPD basis set.

Properties
LUMO energy (alpha / beta): 0.31 / -1.99 eV
orbital gap (alpha / beta): 8.429 / 6.132 eV
<S²>: 0.758

The geometry in ORCA input format:
```
! RIJCOSX wB97M-V def2-TZVPD def2/J DEFGRID3
* xyz 0 2
C 4.736 1.333 -4.804
C -1.399 -3.167 7.288
H -2.236 -3.942 4.565
H -2.194 -3.919 7.191
C -3.981 -0.278 -5.052
C 3.484 0.728 -4.876
H -0.610 -1.985 -4.373
Si -1.525 -2.008 5.806
H -0.449 3.152 5.250
C 3.133 -4.286 -5.137
H 0.934 2.195 4.678
H -5.676 -0.867 -6.332
H -0.431 -3.687 7.310
C -5.000 -1.105 -5.526
C 2.397 1.116 0.000
C 1.292 3.387 0.189
H 0.353 1.680 -1.536
H 1.494 0.370 8.135
C 1.160 1.272 7.609
C -0.118 2.134 4.992
H -2.665 1.592 6.954
H 3.428 2.930 0.226
C -3.248 -1.219 5.951
H 2.240 -0.606 2.260
H 0.820 -1.250 6.220
H 2.024 1.681 7.073
C 0.267 3.123 1.350
C 1.156 0.275 -0.059
H 4.325 -0.157 -1.846
N 3.218 0.078 -3.669
H -0.022 4.109 1.753
H 3.403 -3.608 -7.272
C -2.464 2.218 -2.551
H 2.548 -1.235 -6.324
C 5.263 1.058 -3.500
C -2.170 3.469 -3.062
H 0.738 2.595 2.204
C 3.138 -3.388 -6.247
H -2.115 1.043 -0.140
C -0.011 0.938 -0.805
P -1.872 -0.457 -3.048
C 0.689 -0.215 -4.401
C 1.850 -1.584 2.585
N -3.353 -0.910 -3.964
C -0.703 -0.883 -4.431
H 3.393 -5.338 -5.161
H -3.561 -2.842 -3.061
H 0.816 -0.051 0.934
C 2.719 -2.150 -5.773
H -3.990 -1.986 5.690
H 1.604 -2.196 1.702
H 1.701 4.391 0.384
H -1.965 -2.673 3.371
C 2.714 -3.571 -4.020
H -0.481 0.127 -1.410
H 0.653 0.849 -4.106
H 3.317 0.530 0.141
H 6.204 1.395 -3.100
H -1.388 4.032 -5.099
H -3.503 -0.855 6.954
H -1.173 -0.664 -5.407
C -0.082 -0.822 5.705
P 1.881 -0.996 -3.217
C -1.699 3.270 -4.399
H 2.676 -2.073 3.125
H -3.672 0.690 -5.392
H -2.271 4.406 -2.529
N 2.458 -2.252 -4.402
H -2.915 1.944 -1.609
H -0.700 1.800 4.122
H -3.409 -0.389 5.254
H 0.768 3.488 -0.772
H -2.033 0.515 8.204
N -2.121 1.238 -3.488
H -1.528 -2.657 8.252
C 4.325 0.268 -2.833
C 2.451 2.441 0.089
H 2.773 0.739 -5.688
C -1.547 -3.136 4.277
C -1.004 2.446 0.955
H 1.410 -0.665 -0.581
C -1.120 1.482 0.038
Cu 0.429 -1.407 3.860
Si -0.264 0.909 6.419
C -4.967 -2.307 -4.739
H 2.535 -3.868 -2.996
C -3.938 -2.173 -3.813
H 1.052 -0.239 -5.444
C -1.760 1.327 7.517
H -1.392 1.360 -5.523
H -1.902 2.740 1.516
H 0.834 2.006 8.362
H -0.595 -3.619 4.006
C -1.690 1.905 -4.640
H 5.208 1.878 -5.602
H -5.617 -3.162 -4.849
H -1.484 2.193 8.143
*
```

--- B ---
Computed, not measured: C34H54CuN4P2Si2 as an isolated structure, with ωB97M-V with the def2-TZVPD basis set.

Properties
LUMO energy (alpha / beta): 0.39 / -0.68 eV
orbital gap (alpha / beta): 7.651 / 7.162 eV
<S²>: 0.756

The geometry in ORCA input format:
```
! RIJCOSX wB97M-V def2-TZVPD def2/J DEFGRID3
* xyz 0 2
H -0.316 -1.710 3.573
H -0.339 -7.784 1.442
C 2.246 6.093 0.249
N 1.051 6.074 -0.477
C -0.136 -1.648 -0.054
C 0.680 -1.803 3.115
C -1.079 -2.553 0.291
C 0.822 7.370 -0.953
H 2.220 2.551 -8.068
H -3.161 0.323 2.548
H -0.737 0.493 -2.391
C 0.763 -4.922 3.235
C 3.449 -5.812 4.020
H -3.662 2.053 -5.199
C 3.472 2.099 -6.244
C -2.276 -5.445 2.378
H -2.759 -4.618 2.914
H 1.478 -2.089 3.828
H -3.018 -6.259 2.332
H 0.926 -1.911 -0.182
Si 2.489 -5.244 2.477
H 1.580 4.873 -3.343
H -2.103 -5.115 1.346
C 3.604 -3.797 1.967
H 3.452 -4.987 4.756
C -2.081 6.380 -0.261
P 0.952 2.579 -3.288
C -0.340 -7.760 2.542
H -1.945 -5.539 5.410
C -0.404 -0.231 -0.351
H -3.658 5.266 2.435
H 3.330 -3.338 1.010
C 2.753 7.394 0.240
H 0.370 0.010 -1.079
H 1.902 9.279 -0.671
C -3.107 6.536 0.666
H -1.398 4.417 -2.527
H -1.111 -8.470 2.881
C 3.102 1.999 -4.909
H -0.007 7.575 -1.614
H 0.171 2.579 -6.300
H 3.668 -3.012 2.737
C -2.480 -2.262 0.733
C 1.226 2.439 -6.115
H 0.623 -8.162 2.882
C -1.587 2.608 -4.701
C -0.217 0.807 0.741
H -0.866 -3.636 0.218
P 0.099 4.600 -0.674
C 2.287 2.385 -6.999
N 1.716 2.224 -4.817
H -3.040 -0.471 -0.374
H -3.342 0.266 -3.140
H -0.593 6.010 -2.621
H 1.645 -6.058 0.246
H -3.816 7.346 0.687
H -1.259 1.694 2.451
H -3.165 -2.884 0.106
Cu 0.714 -3.419 2.010
H 2.610 5.172 0.676
H 4.495 -6.033 3.747
H -0.044 1.760 0.198
H 3.666 1.784 -4.018
Si -0.733 -6.063 3.261
H 0.838 -4.428 4.241
C -2.776 1.901 -4.602
H 0.251 4.614 -4.477
C 2.383 -6.401 0.990
C -1.408 0.971 1.640
H 3.002 -6.697 4.492
C -0.421 4.933 -2.428
H 3.355 -6.443 0.482
H -2.618 -2.625 1.763
C -1.299 1.036 -3.127
C 0.602 4.372 -3.464
C -2.531 0.230 1.653
H -0.528 -6.545 5.743
H -4.094 -0.935 0.924
N -0.656 2.053 -3.823
H -1.971 -7.265 5.031
H -1.489 3.793 1.678
H 0.941 -0.925 2.501
H 0.723 0.580 1.264
H -1.404 -0.100 -0.762
H 2.109 -7.424 1.277
H 3.685 7.704 0.683
H 4.469 1.988 -6.633
C 1.830 8.210 -0.495
C -2.611 0.934 -3.557
H 4.637 -4.162 1.844
C -1.337 -6.368 5.027
C -3.012 5.458 1.592
C -3.033 -0.809 0.675
N -1.323 5.263 0.120
C -1.915 4.688 1.247
H -1.846 6.935 -1.156
H -1.338 3.461 -5.322
*
```

The calculated energies rank the structures as follows, beginning with the most stable: B, A.

--- A ---
Computed, not measured: one molecule with the formula C2H3F2OP, with ωB97M-V with the def2-TZVPD basis set.

Properties
LUMO energy: -1.09 eV
orbital gap: 8.567 eV
SMILES: CC(F)(F)P=O

The geometry in ORCA input format:
```
! RIJCOSX wB97M-V def2-TZVPD def2/J DEFGRID3
* xyz 0 1
O -2.699 0.796 0.415
C 1.138 0.188 -0.093
H 1.879 -0.616 0.251
P -1.595 0.994 -0.430
H 1.272 0.920 0.730
H 1.336 0.502 -1.129
C -0.312 -0.404 -0.072
F -0.661 -0.871 1.165
F -0.359 -1.508 -0.839
*
```

--- B ---
Computed, not measured: a 2-piece molecular cluster, C2H3F2OP overall, with ωB97M-V with the def2-TZVPD basis set.

Properties
LUMO energy (alpha / beta): -0.03 / -0.03 eV
orbital gap (alpha / beta): 8.412 / 8.414 eV

The geometry in ORCA input format:
```
! RIJCOSX wB97M-V def2-TZVPD def2/J DEFGRID3
* xyz 0 1
F 1.989 -1.071 -1.175
H -0.548 -2.557 -0.290
H -0.094 1.581 -0.088
C -0.665 -1.493 -0.399
F 1.934 -0.758 1.004
O -1.646 -0.795 -0.318
C 1.346 -0.359 -0.197
P 1.158 1.439 -0.285
H 0.946 1.676 -1.672
*
```

The calculated energies rank the structures as follows, beginning with the most stable: A, B.

--- A ---
Computed, not measured: a 17-piece molecular cluster, C17H68O17 overall, with ωB97M-V with the def2-TZVPD basis set.

Properties
LUMO energy: 0.26 eV
orbital gap: 9.734 eV

The geometry in ORCA input format:
```
! RIJCOSX wB97M-V def2-TZVPD def2/J DEFGRID3
* xyz 0 1
O 16.634 12.104 15.607
C 17.583 9.108 9.697
C 12.228 13.764 13.826
O 12.273 12.106 8.161
H 16.922 15.159 12.329
H 7.114 14.829 11.431
O 6.171 13.933 9.868
C 10.564 15.783 10.318
H 8.962 11.964 12.602
C 10.289 7.473 11.644
O 8.412 10.013 12.855
H 13.268 8.387 14.235
C 11.071 12.568 7.539
H 9.678 10.814 11.431
H 13.727 17.288 8.834
H 18.247 8.308 10.076
O 12.181 11.832 10.875
H 16.530 15.716 10.682
C 16.112 13.011 14.660
H 7.353 9.371 7.757
O 13.842 8.385 13.451
H 15.433 6.749 10.596
H 15.404 8.848 14.748
H 5.459 14.536 10.094
O 9.978 15.871 11.620
H 14.840 10.208 13.727
H 9.002 10.000 7.691
H 12.010 6.042 14.207
O 11.878 7.721 15.418
H 18.248 9.759 9.104
H 10.513 7.704 12.708
H 14.456 8.123 10.337
O 8.868 8.070 8.419
H 11.931 8.812 7.565
H 13.222 10.479 12.062
H 13.770 14.479 9.330
C 8.318 9.405 8.282
H 11.568 12.917 12.267
O 16.957 9.879 10.681
H 17.195 12.591 16.216
C 16.211 15.723 11.736
O 13.529 6.650 11.432
C 11.617 6.341 15.173
H 16.827 8.683 9.036
H 10.594 13.274 8.213
H 10.533 6.182 15.184
H 12.052 14.512 14.614
O 13.896 16.511 9.390
H 11.475 8.079 16.215
H 10.817 8.195 10.991
H 12.156 12.008 9.919
H 15.685 8.915 12.905
H 16.755 12.905 9.275
H 14.122 6.646 9.420
H 16.953 11.667 8.059
H 15.530 12.795 7.945
H 13.090 14.118 13.239
H 15.507 12.525 13.919
H 14.487 15.201 7.907
H 12.776 8.016 6.235
H 8.545 8.266 11.844
H 12.601 11.375 7.608
C 15.029 9.134 13.761
H 10.714 6.507 11.394
H 16.964 13.493 14.156
H 12.667 15.306 8.192
O 13.001 10.102 6.409
H 14.076 11.023 10.577
O 17.473 13.593 7.499
H 11.317 13.086 6.590
H 16.261 16.765 12.102
H 8.018 13.592 10.670
C 7.009 13.836 11.001
H 12.750 9.882 10.418
H 11.325 8.923 5.857
H 14.517 15.710 11.130
H 8.881 7.819 9.365
H 10.650 14.732 10.026
C 12.218 8.887 6.518
H 10.347 15.093 12.080
H 12.517 12.849 14.348
H 17.290 13.515 6.567
H 13.151 10.282 5.487
H 13.731 7.243 12.176
C 16.619 12.693 8.201
H 10.279 10.880 13.134
H 6.699 13.103 11.763
C 9.402 10.959 12.485
H 12.137 5.707 15.910
H 10.394 11.765 7.267
H 11.591 16.156 10.338
O 11.154 13.459 12.945
H 9.981 16.349 9.567
C 13.669 15.338 8.655
H 15.577 13.843 15.114
C 13.099 10.750 11.001
O 8.913 7.512 11.352
C 14.404 7.027 10.382
H 7.973 10.352 13.629
H 17.656 10.164 11.282
O 14.907 15.328 11.930
H 8.195 9.915 9.262
*
```

--- B ---
Computed, not measured: a 17-piece molecular cluster, C17H68O17 overall, with ωB97M-V with the def2-TZVPD basis set.

Properties
LUMO energy: -0.08 eV
orbital gap: 8.621 eV

The geometry in ORCA input format:
```
! RIJCOSX wB97M-V def2-TZVPD def2/J DEFGRID3
* xyz 0 1
H 10.454 -3.135 3.951
C 14.666 -4.271 9.866
O 12.212 -2.354 3.430
H 10.132 -6.116 6.164
H 14.496 -0.065 5.783
H 15.344 -7.286 8.401
C 8.862 -5.578 2.696
H 11.086 -9.093 4.610
H 14.470 -7.394 2.185
O 14.683 -4.033 4.450
H 11.801 -3.597 4.942
C 14.117 -5.022 5.239
C 17.556 -5.055 3.152
H 16.558 -5.004 2.804
C 12.923 -2.469 7.494
H 15.032 -4.635 8.962
H 11.560 -4.295 3.400
H 11.979 -1.021 8.434
H 17.567 -1.305 2.399
H 17.403 -0.419 4.504
C 10.455 -4.659 7.292
H 17.480 -3.469 6.021
H 15.551 -5.240 0.818
H 9.421 -4.886 7.474
H 15.560 -5.320 11.283
H 14.296 -4.051 3.559
H 18.460 -1.697 5.035
H 15.144 -3.056 5.868
H 13.221 -5.248 2.078
H 16.955 -2.337 4.252
O 15.649 -7.676 3.717
H 13.128 -7.700 8.486
O 17.117 -6.703 6.114
H 12.888 -2.227 6.474
C 11.823 -8.569 5.080
H 13.038 -7.154 6.809
H 10.844 -7.163 1.358
H 8.747 -4.486 2.944
H 15.467 0.151 3.259
C 15.458 -7.869 2.361
H 15.222 -2.655 2.216
C 17.727 -1.469 4.300
C 14.469 -5.030 0.612
O 15.670 -2.582 6.568
H 17.247 -2.801 7.754
H 15.564 -8.956 1.941
C 15.025 -1.723 1.674
H 16.451 -4.414 7.307
C 16.804 -3.403 6.943
C 11.455 -3.392 3.954
H 14.977 -1.979 0.642
H 14.217 -4.150 0.049
H 9.241 -5.587 1.680
H 13.784 -1.964 7.921
H 13.311 -9.631 4.844
O 15.999 -0.767 1.754
O 12.306 -6.565 2.739
H 11.750 -5.816 0.870
H 12.527 -7.376 3.282
H 15.762 -0.181 1.017
H 18.042 -8.428 5.363
H 16.138 -7.230 1.838
H 14.055 -1.290 1.963
O 15.141 0.585 4.076
O 9.697 -6.116 3.734
H 7.900 -6.055 2.518
H 17.429 -4.589 4.125
H 14.030 -4.659 6.272
H 12.535 -7.483 0.906
H 17.632 -8.284 7.210
O 13.970 -4.698 1.877
H 15.239 -3.387 10.130
O 11.824 -1.960 8.183
C 13.431 -6.919 7.769
H 13.131 -3.505 7.632
H 18.089 -4.542 2.358
C 14.391 -0.377 4.784
H 12.183 -2.394 2.475
H 10.443 -3.697 6.829
H 11.858 -8.842 6.138
O 14.719 -5.192 10.890
H 13.094 -5.373 4.918
H 14.828 -1.342 4.812
O 14.911 -6.773 7.713
H 18.897 -7.440 6.645
H 10.596 -6.123 3.520
O 13.095 -8.761 4.511
C 11.826 -6.800 1.416
H 17.300 -6.825 3.779
H 16.298 -6.782 6.623
H 14.827 -5.812 5.183
O 18.272 -1.478 3.009
H 14.835 -8.004 4.065
O 10.885 -5.603 6.360
H 13.953 -5.905 0.177
O 18.064 -6.322 3.411
H 11.548 -7.480 4.971
H 13.335 -0.398 4.531
H 13.687 -3.972 9.645
H 11.003 -4.688 8.187
C 17.929 -7.838 6.265
H 12.945 -6.025 8.136
*
```

The calculated energies rank the structures as follows, beginning with the most stable: A, B.